1.
ORCA calculation (the ωB97M-V functional and the def2-TZVPD basis) on an isolated molecule of C3H4N2O3.

XYZ file:
```
12
Properties=species:S:1:pos:R:3:nbo_charge:R:1
H 1.749 -2.432 -1.043 0.331
N 1.348 -1.537 -1.117 -0.288
N 0.242 -1.389 -0.579 -0.167
C -0.488 -0.143 -0.561 0.147
C -0.973 0.001 0.916 -0.086
O -0.059 0.927 1.420 -0.495
C 0.601 1.586 0.397 0.969
O 1.339 2.519 0.579 -0.567
O 0.281 1.059 -0.753 -0.476
H -1.154 -0.082 -1.449 0.230
H -1.857 0.499 0.942 0.185
H -1.028 -1.009 1.249 0.216
```

As for the total energy: -451.88137 a.u. Its LUMO energy is -0.0900 eV. As for the energy above the lowest of the compared OMol25 structures with the same formula, charge and spin: 61.7 kcal/mol. Its total charge is 0. Its SMILES is [H]/N=N/[C@H]1COC(=O)O1. Its spin multiplicity is 1.

***

2.
ORCA calculation (the ωB97M-V functional and the def2-TZVPD basis) on an isolated molecule of C3H4N2O3S.

XYZ file:
```
13
Properties=species:S:1:pos:R:3:nbo_charge:R:1
O 0.437 2.098 -2.504 -0.284
N -0.551 1.989 -1.904 0.744
O -1.684 1.928 -2.252 -0.306
O -0.400 2.007 -0.455 -0.399
C -0.123 0.733 0.091 0.378
N -0.185 -0.339 -0.588 -0.492
C 0.318 -1.417 0.168 -0.217
C 0.338 -1.037 1.730 -0.542
S 0.356 0.796 1.776 0.250
H 1.290 -1.705 0.005 0.191
H -0.392 -2.278 -0.163 0.210
H -0.651 -1.353 2.026 0.233
H 1.249 -1.423 2.071 0.233
```

As for the total energy: -849.95884 a.u. Its LUMO energy is 0.2658 eV. As for the energy above the lowest of the compared OMol25 structures with the same formula, charge and spin: 115.5 kcal/mol. Its total charge is 0. Its SMILES is O=[N+]([O-])OC1=NCCS1. Its spin multiplicity is 1.

***

3.
ORCA calculation (the ωB97M-V functional and the def2-TZVPD basis) on a 2-piece molecular cluster, C3H4N2O3S overall.

XYZ file:
```
13
Properties=species:S:1:pos:R:3:nbo_charge:R:1
C 0.113 1.537 1.835 -0.083
C 0.541 0.768 1.019 -0.409
S 1.238 -0.656 0.265 2.301
N 0.636 -0.692 -1.292 -1.088
O 2.638 -0.432 0.216 -0.887
O 0.728 -1.785 1.028 -0.918
H -0.234 2.303 2.498 0.251
H 1.262 -0.216 -2.023 0.437
H -0.362 -0.547 -1.468 0.434
N -2.111 0.666 -0.560 -0.444
C -1.936 -0.304 0.013 0.521
O -1.922 -1.420 0.608 -0.640
H -0.969 -1.592 0.774 0.524
```

As for the total energy: -850.00014 a.u. Its LUMO energy is 0.5295 eV. As for the energy above the lowest of the compared OMol25 structures with the same formula, charge and spin: 89.5 kcal/mol. Its total charge is 0. Its SMILES is C#CS(N)(=O)=O.N#CO. Its spin multiplicity is 1.

***

4.
ORCA calculation (the ωB97M-V functional and the def2-TZVPD basis) on an isolated molecule of C3H4N2O4.

XYZ file:
```
13
Properties=species:S:1:pos:R:3:nbo_charge:R:1
O -2.791 0.454 -0.077 -0.564
C -1.622 0.155 0.062 0.799
N -1.109 -1.165 -0.001 -0.651
C 0.245 -1.152 -0.014 0.639
O 0.834 -2.156 -0.269 -0.530
C 0.656 0.292 0.124 0.570
O 1.606 0.587 1.078 -0.670
O 1.271 0.458 -1.410 -0.785
N -0.523 1.018 0.269 -0.669
H -1.552 -2.037 0.287 0.442
H 1.524 1.473 1.440 0.495
H 2.144 0.043 -1.489 0.483
H -0.684 2.030 -0.001 0.443
```

As for the total energy: -527.20403 a.u. Its LUMO energy is 0.3394 eV. As for the energy above the lowest of the compared OMol25 structures with the same formula, charge and spin: 17.1 kcal/mol. Its total charge is 0. Its SMILES is O=C1NC(=O)C(O)(O)N1. Its spin multiplicity is 1.

***

5.
ORCA calculation (the ωB97M-V functional and the def2-TZVPD basis) on an isolated molecule of C3H4N2O5S.

XYZ file:
```
15
Properties=species:S:1:pos:R:3:nbo_charge:R:1
N 1.943 0.403 -2.620 -0.394
N 1.551 -0.720 -2.254 -0.246
S -0.107 -0.790 -1.016 1.833
O 0.086 -2.115 -0.556 -0.880
O 0.571 0.411 -0.016 -0.725
C 0.304 0.671 1.270 0.798
O 0.957 1.464 1.892 -0.539
C -0.885 0.015 1.905 -0.668
C -2.013 -0.319 0.915 0.789
O -3.189 -0.308 1.294 -0.550
O -1.722 -0.454 -0.392 -0.698
H 1.947 0.717 -3.670 0.345
H 2.337 1.267 -2.037 0.358
H -0.571 -0.854 2.484 0.285
H -1.209 0.613 2.800 0.291
```

As for the total energy: -1000.49131 a.u. Its LUMO energy is -1.2207 eV. As for the energy above the lowest of the compared OMol25 structures with the same formula, charge and spin: 27.3 kcal/mol. Its total charge is 0. Its SMILES is NN=S1(=O)OC(=O)CC(=O)O1. Its spin multiplicity is 1.

***

6.
ORCA calculation (the ωB97M-V functional and the def2-TZVPD basis) on a 2-piece molecular cluster, C3H4N2OP2 overall.

XYZ file:
```
12
Properties=species:S:1:pos:R:3:nbo_charge:R:1
H 0.297 -3.290 0.817 0.377
N 0.122 -2.295 0.729 -1.093
P 0.799 -1.599 -0.481 1.000
C 0.139 0.131 -0.084 0.282
O 0.864 1.031 0.291 -0.584
C -1.310 0.293 -0.260 -0.345
C -1.874 1.495 -0.209 -0.249
H -1.868 -0.620 -0.432 0.225
H -2.928 1.655 -0.350 0.206
H -1.261 2.365 -0.027 0.210
N 3.729 -0.278 -0.060 -0.996
P 3.291 1.113 0.066 0.966
```

As for the total energy: -984.06976 a.u. Its LUMO energy is -0.8485 eV. As for the energy above the lowest of the compared OMol25 structures with the same formula, charge and spin: 31.4 kcal/mol. Its total charge is 0. Its SMILES is [H]/N=P/C(=O)C=C.N#P. Its spin multiplicity is 1.

***

Question: What is the energy above the lowest of the compared OMol25 structures with the same formula, charge and spin in the sixth record?
Answer: 31.4 kcal/mol

***

Question: Which formula does entry 5 have?
Answer: C3H4N2O5S